{
  "formula": "C5H4F6O3SSi",
  "method": "wB97M-V/def2-TZVPD",
  "smiles": "O=C(O)C(F)(F)C(F)(F)C(F)(F)C(=O)[SiH2]S",
  "homo_lumo_gap_ev": 9.311,
  "e_homo_ev": -9.88,
  "multiplicity": 1,
  "symbols": ["O", "C", "O", "C", "F", "F", "C", "F", "F", "C", "F", "F", "C", "O", "Si", "S", "H", "H", "H", "H"],
  "positions_angstrom": [[-0.0629, 3.1699, 1.8213], [0.1762, 2.2186, 1.1544], [1.3974, 1.7575, 0.8015], [-0.9346, 1.3527, 0.5183], [-0.6076, 1.1161, -0.7865], [-2.0966, 1.9971, 0.5334], [-1.0725, -0.0150, 1.2797], [-0.1412, -0.0416, 2.2661], [-2.2764, -0.0802, 1.8592], [-0.8907, -1.2820, 0.4024], [-1.2337, -2.3355, 1.1717], [-1.7789, -1.2134, -0.6212], [0.5430, -1.5400, -0.1510], [1.4045, -1.7886, 0.6505], [0.9645, -1.5649, -2.0470], [2.0579, 0.1650, -2.6028], [1.9266, 1.5634, 1.5902], [-0.2620, -1.7433, -2.8421], [1.8906, -2.6928, -2.2101], [0.9963, 0.9570, -2.7879]]
}

{
  "formula": "C5H4FNO",
  "method": "wB97M-V/def2-TZVPD",
  "smiles": "N#C[C@]1(F)CCC1=O",
  "homo_lumo_gap_ev": 10.404,
  "e_homo_ev": -10.56,
  "multiplicity": 1,
  "relative_energy_kj_mol": 326.8,
  "symbols": ["C", "C", "C", "C", "C", "H", "H", "H", "H", "N", "O", "F"],
  "positions_angstrom": [[-0.3443, 0.6663, 0.5587], [0.7788, -0.4214, 0.3865], [0.1429, -0.9592, -0.8212], [-1.2049, -0.5084, -0.2637], [0.2403, 1.8385, -0.0973], [0.5944, -0.8219, 1.3983], [1.8495, -0.1575, 0.1888], [0.2367, -1.9710, -0.8133], [0.3016, -0.4166, -1.8157], [0.5963, 2.9589, -0.4252], [-2.3812, -1.0101, -0.1528], [-0.8101, 0.8024, 1.8567]]
}

{
  "formula": "C5H4FNO",
  "method": "wB97M-V/def2-TZVPD",
  "smiles": "N#C[C@]1(F)CCC1=O",
  "homo_lumo_gap_ev": 9.914,
  "e_homo_ev": -10.87,
  "multiplicity": 1,
  "relative_energy_kj_mol": 454.7,
  "symbols": ["C", "C", "C", "C", "C", "H", "H", "H", "H", "N", "O", "F"],
  "positions_angstrom": [[-0.6433, -0.6551, 0.1066], [-0.1425, 0.6635, 0.7509], [1.2521, 0.5899, -0.2821], [0.6005, -0.7046, -0.6748], [-1.9233, -0.4771, -0.4515], [0.2193, 0.7019, 1.7193], [-0.7920, 1.7371, 0.2914], [2.3204, 0.4643, 0.4384], [1.4805, 1.5484, -1.1682], [-2.9433, -0.2646, -0.8700], [1.2058, -1.7861, -0.9292], [-0.6342, -1.8175, 1.0692]]
}

{
  "formula": "C5H4FeO",
  "method": "wB97M-V/def2-TZVPD",
  "homo_lumo_gap_ev": [7.452, 3.973],
  "e_homo_ev": [-12.17, -11.44],
  "multiplicity": 6,
  "total_charge": 1,
  "relative_energy_kj_mol": 0.0,
  "s_squared": 8.769,
  "symbols": ["C", "H", "H", "H", "C", "C", "C", "C", "O", "Fe", "H"],
  "positions_angstrom": [[-2.5494, -0.4436, -0.4491], [-3.5521, -0.8872, -0.5153], [-1.9641, 0.7893, 1.5132], [-2.1310, -1.1399, -1.1897], [-1.8428, -0.0359, 0.8096], [-0.6454, -0.5221, 0.4418], [0.6242, -0.8027, 0.3625], [1.6606, -1.3750, -0.1618], [2.6772, -1.8040, -0.5432], [0.8698, 2.4478, -0.7364], [-3.1127, 0.6129, -0.0184]]
}

{
  "formula": "C5H4FeO7",
  "method": "wB97M-V/def2-TZVPD",
  "homo_lumo_gap_ev": [7.364, 4.486],
  "e_homo_ev": [-13.25, -13.22],
  "multiplicity": 6,
  "total_charge": 1,
  "s_squared": 8.766,
  "symbols": ["O", "C", "O", "O", "O", "C", "Fe", "O", "C", "C", "O", "C", "H", "H", "H", "H", "O"],
  "positions_angstrom": [[2.0882, 0.5419, 1.0442], [2.2701, 0.9387, -0.1589], [2.9447, 1.8875, -0.5217], [-0.0505, -2.5114, 1.2928], [-1.8487, -2.7965, -0.0953], [-1.1026, -2.7936, 0.8189], [0.8656, -0.7676, 1.6690], [-1.0622, -0.1703, 1.3838], [-1.6657, 0.6652, 0.4530], [-0.7649, 0.9248, -0.7479], [0.4099, 0.0925, -1.5408], [1.6821, 0.0057, -1.2600], [-2.6397, 0.2815, 0.0988], [-1.8985, 1.6514, 0.8977], [-0.1224, 1.7454, -0.3895], [-1.3549, 1.3786, -1.5551], [2.2497, -1.0738, -1.3892]]
}

{
  "formula": "C5H4INO",
  "method": "wB97M-V/def2-TZVPD",
  "smiles": "C=C(I)C#N.C=C=O",
  "homo_lumo_gap_ev": 9.567,
  "e_homo_ev": -9.65,
  "multiplicity": 1,
  "relative_energy_kj_mol": 139.7,
  "symbols": ["C", "C", "C", "C", "C", "N", "O", "I", "H", "H", "H", "H"],
  "positions_angstrom": [[-1.0953, -0.8675, 1.1600], [1.4137, 1.3344, 0.2517], [2.1049, 0.2820, 0.1931], [-0.9432, -0.4774, -1.0943], [-1.7227, -0.5338, -0.0494], [-0.5065, -0.8711, 2.1710], [0.7947, 2.3213, 0.3234], [-3.6718, 0.0468, -0.0422], [2.5340, 0.1197, -0.8036], [2.2706, -0.4256, 1.0381], [-1.3322, -0.4019, -2.1968], [0.1538, -0.5269, -0.9510]]
}

{
  "formula": "C5H4LiNaO7",
  "method": "wB97M-V/def2-TZVPD",
  "homo_lumo_gap_ev": [4.286, 2.912],
  "e_homo_ev": [-3.03, -1.55],
  "multiplicity": 2,
  "total_charge": -1,
  "relative_energy_kj_mol": 196.8,
  "s_squared": 0.873,
  "symbols": ["O", "C", "C", "O", "C", "H", "H", "H", "H", "O", "Li", "O", "O", "C", "C", "O", "O", "Na"],
  "positions_angstrom": [[-0.5289, 2.1629, -0.1459], [-1.5690, 1.9587, -1.0758], [-2.4459, 0.8662, -0.4300], [-1.8966, 0.7061, 0.8566], [-0.5121, 1.1026, 0.8314], [-2.1106, 2.9043, -1.2208], [-1.1676, 1.6243, -2.0453], [-2.3981, -0.0767, -0.9994], [-3.4984, 1.1661, -0.3345], [-0.0754, 1.4746, 1.9690], [1.0401, -2.0599, -1.0201], [1.1343, -0.0675, -0.8043], [-0.1219, -1.4177, 0.4702], [0.6149, -0.3800, 0.3232], [2.7727, -1.7876, 0.9627], [3.6089, -1.8562, 1.8648], [2.6403, -2.5825, -0.0152], [4.5133, -3.7376, 0.8135]]
}

{
  "formula": "C5H4N",
  "method": "wB97M-V/def2-TZVPD",
  "homo_lumo_gap_ev": [7.734, 6.629],
  "e_homo_ev": [-14.90, -15.70],
  "multiplicity": 3,
  "total_charge": 1,
  "relative_energy_kj_mol": 630.2,
  "s_squared": 2.089,
  "symbols": ["C", "C", "C", "C", "C", "N", "H", "H", "H", "H"],
  "positions_angstrom": [[-1.9389, 0.6320, 0.1709], [-1.8124, -0.6985, 0.5385], [-0.7066, 0.8329, -0.3086], [0.7675, 0.7205, 0.0140], [0.4871, -0.8531, -0.0727], [-0.8932, -0.6717, -0.5378], [1.2560, 1.1780, -0.8865], [0.8558, 1.2701, 0.9923], [1.1541, -1.1872, -0.8147], [0.8306, -1.2230, 0.9046]]
}